{"formula": "C2H3NO2", "method": "ωB97M-V/def2-TZVPD", "elements": ["O", "C", "N", "C", "O", "H", "H", "H"], "positions_angstrom": [[1.587, 1.471, -0.868], [1.095, 0.441, -0.640], [0.372, 0.005, 0.732], [-0.910, -0.426, 0.480], [-0.741, 0.837, 1.020], [1.203, -0.538, -1.259], [-1.268, -0.471, -0.586], [-1.339, -1.319, 1.122]], "e_lumo_ev": 0.695, "homo_lumo_gap_ev": 10.54, "total_charge": 0, "relative_energy_kcal_mol": 92.8, "smiles": "O=CN1CO1"}

{"formula": "C20H27N3O4", "method": "ωB97M-V/def2-TZVPD", "elements": ["C", "O", "C", "C", "C", "C", "C", "N", "O", "C", "C", "C", "C", "C", "O", "N", "C", "C", "C", "C", "C", "C", "N", "C", "C", "O", "C", "H", "H", "H", "H", "H", "H", "H", "H", "H", "H", "H", "H", "H", "H", "H", "H", "H", "H", "H", "H", "H", "H", "H", "H", "H", "H", "H"], "positions_angstrom": [[4.634, 3.311, -3.000], [4.245, 1.959, -3.025], [3.587, 1.455, -1.950], [3.259, 2.166, -0.807], [2.584, 1.556, 0.237], [2.229, 0.220, 0.142], [1.499, -0.410, 1.216], [1.019, -1.629, 1.171], [0.358, -1.796, 2.354], [0.492, -0.644, 3.032], [-0.160, -0.507, 4.353], [-1.666, -0.781, 4.245], [-2.421, 0.383, 3.600], [-1.919, 0.785, 2.214], [-1.458, 1.884, 1.988], [-2.062, -0.161, 1.264], [-1.732, 0.094, -0.128], [-1.462, -1.212, -0.871], [-2.732, -2.041, -1.057], [-3.814, -1.225, -1.758], [-4.115, 0.047, -0.971], [-2.851, 0.887, -0.817], [1.193, 0.228, 2.389], [2.549, -0.512, -1.007], [3.223, 0.088, -2.049], [3.584, -0.529, -3.208], [3.258, -1.889, -3.361], [5.331, 3.515, -2.181], [3.769, 3.977, -2.916], [5.134, 3.489, -3.951], [3.524, 3.207, -0.718], [2.317, 2.110, 1.122], [0.292, -1.227, 5.039], [0.027, 0.502, 4.719], [-2.067, -0.938, 5.248], [-1.816, -1.703, 3.678], [-3.481, 0.126, 3.521], [-2.330, 1.267, 4.232], [-2.504, -1.039, 1.484], [-0.825, 0.712, -0.118], [-1.053, -0.959, -1.852], [-0.705, -1.790, -0.337], [-3.108, -2.383, -0.089], [-2.497, -2.932, -1.644], [-4.721, -1.824, -1.865], [-3.470, -0.956, -2.760], [-4.506, -0.216, 0.015], [-4.881, 0.630, -1.485], [-3.056, 1.784, -0.231], [-2.496, 1.199, -1.800], [2.253, -1.547, -1.043], [2.176, -2.050, -3.332], [3.735, -2.506, -2.593], [3.640, -2.172, -4.340]], "e_lumo_ev": 0.732, "homo_lumo_gap_ev": 8.72, "total_charge": 0, "relative_energy_kcal_mol": 70.6, "smiles": "COc1ccc(-c2noc(CCCC(=O)NC3CCCCC3)n2)cc1OC"}

{"formula": "C27H28Br2N3O3Pd", "method": "ωB97M-V/def2-TZVPD", "elements": ["Pd", "C", "C", "C", "C", "C", "C", "C", "C", "C", "C", "H", "H", "H", "H", "H", "H", "H", "H", "H", "H", "H", "H", "H", "H", "C", "C", "C", "C", "C", "C", "Br", "C", "C", "Br", "C", "O", "C", "N", "H", "H", "H", "H", "H", "H", "O", "C", "N", "C", "O", "C", "C", "C", "C", "N", "C", "H", "H", "H", "H", "H", "H", "H", "H"], "positions_angstrom": [[0.431, 0.963, -0.272], [3.210, -0.359, 3.035], [3.434, -0.564, 1.540], [2.858, -1.914, 1.063], [2.927, 0.546, 0.677], [3.304, 0.582, -0.694], [2.954, 1.629, -1.489], [2.164, 2.728, -0.991], [1.932, 3.944, -1.824], [1.780, 2.699, 0.359], [2.142, 1.626, 1.180], [3.604, -1.216, 3.579], [2.148, -0.269, 3.280], [3.732, 0.525, 3.405], [4.515, -0.615, 1.360], [1.772, -1.912, 1.154], [3.259, -2.713, 1.685], [3.127, -2.136, 0.029], [3.938, -0.201, -1.091], [3.335, 1.677, -2.503], [2.755, 4.641, -1.633], [1.012, 4.462, -1.561], [1.948, 3.725, -2.891], [1.280, 3.558, 0.785], [1.947, 1.693, 2.241], [0.678, -0.123, -3.506], [-0.580, 0.660, -3.354], [-1.408, 0.909, -4.453], [-2.587, 1.591, -4.291], [-2.937, 2.056, -3.016], [-4.169, 2.763, -2.711], [-5.393, 3.064, -4.026], [-4.492, 3.229, -1.413], [-3.623, 3.061, -0.388], [-3.992, 3.687, 1.292], [-2.314, 2.360, -0.606], [-1.501, 2.239, 0.261], [-2.040, 1.819, -1.977], [-0.910, 1.129, -2.132], [1.453, 0.501, -3.959], [0.528, -0.975, -4.169], [1.027, -0.475, -2.539], [-1.119, 0.541, -5.429], [-3.239, 1.763, -5.137], [-5.433, 3.735, -1.241], [-0.759, -6.508, 0.684], [-1.361, -6.003, 1.846], [-1.047, -4.581, 1.850], [-1.878, -3.674, 2.394], [-2.946, -3.928, 2.908], [-1.408, -2.237, 2.393], [-1.707, -1.460, 3.504], [-1.339, -0.123, 3.516], [-0.712, 0.401, 2.402], [-0.438, -0.345, 1.322], [-0.775, -1.641, 1.319], [-0.706, -7.468, 0.709], [-0.984, -6.476, 2.756], [-2.444, -6.102, 1.869], [-0.187, -4.329, 1.395], [-2.232, -1.907, 4.340], [-1.541, 0.508, 4.370], [-0.440, 1.445, 2.373], [-0.553, -2.205, 0.421]], "e_lumo_ev": -12.179, "homo_lumo_gap_ev": 3.80, "total_charge": 3, "relative_energy_kcal_mol": 22.2}

{"formula": "Cl2H3P3", "method": "ωB97M-V/def2-TZVPD", "elements": ["P", "P", "P", "Cl", "Cl", "H", "H", "H"], "positions_angstrom": [[-1.695, 0.180, -0.677], [-0.205, -0.520, 0.740], [1.354, -0.635, -0.755], [2.797, -1.492, 0.257], [1.959, 2.363, 0.207], [-2.591, 0.553, 0.323], [-1.117, 1.447, -0.724], [-0.501, -1.895, 0.629]], "e_lumo_ev": [-2.723, -3.020], "homo_lumo_gap_ev": [6.80, 6.04], "total_charge": 0, "relative_energy_kcal_mol": 50.9}

{"formula": "C37H50F4N5O8STl", "method": "ωB97M-V/def2-TZVPD", "elements": ["Tl", "C", "F", "F", "F", "S", "O", "O", "O", "N", "C", "C", "C", "C", "C", "H", "H", "H", "H", "H", "N", "C", "C", "C", "C", "C", "H", "H", "H", "H", "H", "N", "C", "C", "C", "C", "C", "H", "H", "H", "H", "H", "N", "C", "C", "C", "C", "C", "H", "H", "H", "H", "H", "N", "C", "C", "C", "C", "C", "H", "H", "H", "H", "H", "C", "O", "H", "H", "H", "H", "C", "O", "H", "H", "H", "H", "C", "O", "H", "H", "H", "H", "C", "O", "H", "H", "H", "H", "C", "O", "H", "H", "H", "H", "F", "C", "C", "C", "C", "C", "C", "H", "H", "H", "H", "H"], "positions_angstrom": [[10.602, 30.030, -4.936], [12.057, 32.197, -0.078], [12.986, 32.969, -0.573], [12.259, 32.095, 1.217], [10.878, 32.766, -0.294], [12.113, 30.549, -0.926], [11.343, 30.686, -2.151], [13.517, 30.295, -1.194], [11.522, 29.607, 0.013], [13.666, 34.762, -4.326], [14.129, 35.138, -5.526], [14.742, 36.349, -5.757], [14.804, 37.292, -4.732], [14.287, 36.921, -3.507], [13.793, 35.627, -3.328], [14.067, 34.356, -6.272], [14.985, 36.598, -6.784], [15.118, 38.293, -4.996], [14.278, 37.710, -2.762], [13.378, 35.402, -2.349], [8.397, 30.994, -2.900], [8.397, 30.522, -1.657], [7.584, 31.019, -0.634], [6.791, 32.122, -0.913], [6.732, 32.593, -2.216], [7.517, 31.945, -3.175], [9.123, 29.751, -1.431], [7.705, 30.672, 0.384], [6.317, 32.634, -0.082], [6.121, 33.451, -2.459], [7.455, 32.320, -4.193], [17.805, 36.797, -1.522], [17.439, 35.548, -1.373], [16.287, 35.107, -0.685], [15.439, 36.074, -0.186], [15.743, 37.399, -0.429], [16.960, 37.705, -1.037], [18.129, 34.789, -1.738], [16.089, 34.061, -0.567], [14.522, 35.838, 0.342], [15.096, 38.164, -0.024], [17.236, 38.752, -1.110], [14.421, 27.317, 4.539], [15.176, 27.157, 3.477], [15.036, 27.899, 2.288], [13.982, 28.780, 2.252], [13.147, 28.904, 3.348], [13.390, 28.126, 4.492], [15.999, 26.451, 3.546], [15.700, 27.782, 1.445], [13.814, 29.426, 1.401], [12.403, 29.693, 3.329], [12.822, 28.260, 5.401], [16.975, 32.214, 1.045], [16.377, 31.405, 0.199], [16.787, 30.093, -0.030], [17.908, 29.630, 0.623], [18.578, 30.494, 1.474], [18.053, 31.756, 1.681], [15.507, 31.793, -0.328], [16.186, 29.452, -0.666], [18.205, 28.590, 0.558], [19.411, 30.171, 2.084], [18.486, 32.503, 2.332], [10.036, 27.059, -2.088], [9.479, 27.862, -3.130], [10.949, 27.539, -1.737], [9.343, 26.954, -1.253], [10.340, 26.068, -2.444], [8.552, 27.590, -3.164], [13.277, 27.158, -3.410], [12.680, 28.461, -3.532], [14.235, 27.114, -3.930], [13.397, 26.880, -2.356], [12.601, 26.418, -3.837], [13.297, 29.020, -3.031], [14.582, 31.523, -4.150], [13.252, 31.865, -4.304], [15.175, 31.776, -5.040], [15.029, 31.951, -3.246], [14.674, 30.440, -4.044], [13.086, 32.842, -4.241], [10.336, 33.797, -3.620], [10.686, 33.068, -4.787], [10.859, 33.316, -2.800], [10.741, 34.810, -3.711], [9.266, 33.890, -3.448], [10.572, 33.657, -5.542], [9.450, 29.133, 2.614], [9.217, 28.980, 1.252], [8.538, 28.920, 3.170], [10.192, 28.421, 3.025], [9.809, 30.167, 2.789], [10.081, 29.259, 0.797], [6.263, 32.815, 4.033], [7.548, 32.690, 4.223], [8.433, 33.427, 3.432], [9.776, 33.141, 3.544], [10.221, 32.171, 4.442], [9.310, 31.406, 5.193], [7.965, 31.659, 5.062], [8.017, 34.191, 2.791], [10.429, 33.702, 2.888], [11.279, 32.108, 4.674], [9.656, 30.632, 5.863], [7.214, 31.100, 5.608]], "e_lumo_ev": -11.586, "homo_lumo_gap_ev": 1.59, "total_charge": 2}

{"formula": "C5H4EuO4", "method": "ωB97M-V/def2-TZVPD", "elements": ["C", "C", "H", "H", "O", "C", "O", "O", "Eu", "C", "C", "O", "H", "H"], "positions_angstrom": [[3.305, -0.816, 2.359], [2.757, -1.400, 3.272], [2.241, -0.221, 3.407], [0.141, -1.453, 1.166], [-0.226, 0.356, -0.155], [-0.545, -0.901, -0.533], [-1.083, -1.112, -1.608], [-0.264, -1.792, 0.328], [-2.010, -2.893, -3.064], [-1.040, 1.574, -0.736], [0.000, 1.512, -1.536], [-1.931, 2.338, -0.302], [0.281, 1.587, -2.588], [-1.627, 3.222, -0.010]], "e_lumo_ev": [-13.102, -13.098], "homo_lumo_gap_ev": [5.62, 5.38], "multiplicity": 9, "total_charge": 3, "relative_energy_kcal_mol": 101.2, "s_squared": 20.02}

{"formula": "C4H16ClN8O4", "method": "ωB97M-V/def2-TZVPD", "elements": ["Cl", "C", "O", "N", "N", "H", "H", "H", "H", "C", "O", "N", "N", "H", "H", "H", "H", "C", "O", "N", "N", "H", "H", "H", "H", "C", "O", "N", "N", "H", "H", "H", "H"], "positions_angstrom": [[1.203, 1.104, 0.331], [-3.913, -3.275, -0.222], [-4.750, -4.148, -0.130], [-2.701, -3.389, -0.674], [-4.121, -2.131, 0.319], [-2.137, -2.555, -0.602], [-2.328, -4.328, -0.660], [-3.500, -1.336, 0.263], [-5.039, -1.991, 0.714], [-3.319, 3.780, 5.894], [-2.504, 4.642, 5.552], [-4.337, 4.147, 6.740], [-3.387, 2.599, 5.292], [-4.331, 5.031, 7.229], [-5.000, 3.415, 6.952], [-2.719, 2.461, 4.548], [-4.009, 1.892, 5.658], [-0.323, 0.625, -6.001], [-0.383, 0.119, -7.093], [0.819, 0.513, -5.430], [-1.317, 1.106, -5.231], [1.591, 0.008, -5.841], [0.751, 0.640, -4.430], [-0.974, 1.414, -4.332], [-2.184, 1.301, -5.710], [7.887, -1.635, -0.568], [9.061, -1.708, -0.808], [7.052, -0.782, -1.112], [7.212, -2.173, 0.365], [6.195, -0.441, -0.701], [7.528, -0.175, -1.764], [6.230, -1.960, 0.475], [7.747, -2.772, 0.977]], "e_lumo_ev": 2.159, "homo_lumo_gap_ev": 6.49, "total_charge": -1, "relative_energy_kcal_mol": 103.9}

{"formula": "C5H7BrNO", "method": "ωB97M-V/def2-TZVPD", "elements": ["C", "C", "C", "C", "C", "N", "O", "Br", "H", "H", "H", "H", "H", "H", "H"], "positions_angstrom": [[0.860, 1.754, 0.025], [0.786, 1.124, -1.279], [0.235, 1.374, 1.140], [0.065, 0.051, -1.513], [-0.995, -0.509, 0.337], [-0.419, -1.873, 0.594], [-0.662, 0.352, 1.332], [-0.267, -1.221, -2.785], [1.519, 2.600, 0.091], [1.373, 1.579, -2.068], [0.375, 1.884, 2.083], [-2.051, -0.547, 0.096], [-1.054, -2.473, 1.140], [0.459, -1.762, 1.119], [-0.226, -2.333, -0.311]], "e_lumo_ev": -3.527, "homo_lumo_gap_ev": 9.10, "total_charge": 1, "relative_energy_kcal_mol": 53.4}

{"formula": "C3H2NO3", "method": "ωB97M-V/def2-TZVPD", "elements": ["O", "C", "O", "C", "N", "C", "O", "H", "H"], "positions_angstrom": [[2.035, -0.843, 0.649], [1.117, -0.272, 0.040], [0.963, -0.374, -1.315], [0.067, 0.455, 0.582], [-1.106, 1.018, -0.079], [-1.593, -0.091, -0.038], [-2.121, -1.161, 0.003], [0.441, 0.449, -1.520], [0.197, 0.818, 1.679]], "e_lumo_ev": 4.087, "homo_lumo_gap_ev": 6.89, "total_charge": -1, "relative_energy_kcal_mol": 44.7, "smiles": "O=C(O)[C@H]1N=C1[O-]"}

{"formula": "C29H34As2InN5S4", "method": "ωB97M-V/def2-TZVPD", "elements": ["In", "S", "C", "S", "C", "C", "N", "C", "N", "S", "C", "C", "C", "C", "C", "C", "As", "C", "C", "C", "C", "C", "C", "C", "C", "C", "C", "C", "C", "H", "H", "H", "H", "H", "H", "H", "H", "H", "H", "H", "H", "H", "H", "N", "N", "C", "N", "S", "H", "H", "H", "H", "H", "C", "C", "As", "C", "C", "C", "C", "H", "H", "H", "H", "H", "H", "H", "H", "H", "H", "H", "H", "H", "H", "H"], "positions_angstrom": [[0.024, -0.300, 1.361], [-1.533, -3.275, 1.007], [0.103, -3.531, 1.667], [1.433, -3.059, 0.756], [0.194, -4.075, 2.933], [-0.951, -4.389, 3.673], [-1.921, -4.595, 4.256], [1.460, -4.267, 3.506], [2.507, -4.397, 3.964], [-0.928, -2.691, -0.892], [-2.507, -2.356, -1.659], [-3.339, -3.416, -1.985], [-4.477, -3.179, -2.733], [-4.758, -1.895, -3.176], [-3.936, -0.841, -2.822], [-2.801, -1.052, -2.048], [-1.701, 0.445, -1.416], [-3.214, 1.482, -0.732], [-3.869, 2.509, -1.399], [-4.946, 3.152, -0.812], [-5.393, 2.765, 0.440], [-4.751, 1.740, 1.115], [-3.665, 1.112, 0.532], [-1.358, 1.346, -3.114], [-1.193, 0.634, -4.296], [-0.820, 1.279, -5.462], [-0.610, 2.648, -5.457], [-0.725, 3.362, -4.274], [-1.079, 2.710, -3.107], [-3.084, -4.413, -1.653], [-5.128, -4.003, -2.989], [-5.622, -1.719, -3.799], [-4.169, 0.163, -3.157], [-3.535, 2.812, -2.384], [-5.434, 3.957, -1.343], [-6.239, 3.266, 0.887], [-5.093, 1.432, 2.093], [-3.157, 0.308, 1.064], [-1.364, -0.437, -4.301], [-0.698, 0.711, -6.374], [-0.355, 3.155, -6.375], [-0.539, 4.426, -4.262], [-1.146, 3.249, -2.166], [1.632, -0.484, -0.878], [1.713, 0.489, -1.876], [1.614, 1.799, -1.548], [2.035, 2.680, -2.483], [1.044, 2.325, -0.084], [2.532, -0.640, -0.409], [1.321, -1.371, -1.273], [2.264, 0.263, -2.703], [2.177, 2.382, -3.435], [1.801, 3.646, -2.327], [4.218, 2.357, 2.268], [3.473, 1.529, 3.306], [2.893, -0.236, 2.627], [1.967, -0.849, 4.258], [2.760, -0.798, 5.557], [4.585, -1.266, 2.783], [5.186, -1.517, 1.401], [4.466, 3.341, 2.669], [3.601, 2.495, 1.379], [5.146, 1.864, 1.973], [2.566, 2.063, 3.605], [4.097, 1.384, 4.190], [1.680, -1.887, 4.073], [1.040, -0.264, 4.366], [3.692, -1.355, 5.451], [2.189, -1.256, 6.367], [2.988, 0.229, 5.843], [4.348, -2.226, 3.248], [5.290, -0.727, 3.422], [4.529, -2.179, 0.835], [6.166, -1.988, 1.479], [5.300, -0.581, 0.847]], "e_lumo_ev": -0.142, "homo_lumo_gap_ev": 7.38, "total_charge": 0, "relative_energy_kcal_mol": 37.4}

{"formula": "C3H9OS", "method": "ωB97M-V/def2-TZVPD", "elements": ["C", "C", "C", "S", "H", "H", "H", "H", "H", "H", "H", "H", "H", "O"], "positions_angstrom": [[-1.642, 0.552, -0.382], [-0.375, 1.417, -0.548], [0.546, 1.310, 0.711], [0.857, -0.529, 1.063], [-1.802, 0.684, 0.735], [-2.437, 0.798, -1.041], [-1.442, -0.526, -0.535], [-0.662, 2.582, -0.664], [0.163, 1.036, -1.414], [1.458, 1.879, 0.741], [-0.106, 1.731, 1.589], [0.474, -1.243, -0.969], [0.497, -2.666, -1.624], [-0.128, -1.936, -1.564]], "e_lumo_ev": 4.115, "homo_lumo_gap_ev": 6.82, "total_charge": -1, "relative_energy_kcal_mol": 25.7}

{"formula": "C3H6OS", "method": "ωB97M-V/def2-TZVPD", "elements": ["C", "C", "C", "H", "H", "H", "H", "H", "H", "O", "S"], "positions_angstrom": [[0.931, 0.890, -0.028], [0.104, 0.130, 0.717], [-1.401, 0.115, 0.486], [2.022, 0.784, 0.119], [0.447, 1.213, -0.922], [0.524, -0.323, 1.496], [-1.658, 0.810, -0.327], [-2.020, 0.340, 1.405], [-1.654, -0.927, 0.204], [1.965, -1.290, -1.929], [0.740, -1.741, -1.220]], "e_lumo_ev": [-1.145, -1.181], "homo_lumo_gap_ev": [7.35, 7.43], "total_charge": 0, "relative_energy_kcal_mol": 77.2, "smiles": "C=CC.O=S"}

| no. | largest force on an atom (eV/Å) |
| --- | --- |
| 1 | 4.3 |
| 2 | 1.2 |
| 3 | 2.2 |
| 4 | 2.1 |
| 5 | 1.9 |
| 6 | 5.7 |
| 7 | 7.0 |
| 8 | 4.6 |
| 9 | 5.1 |
| 10 | 0.8 |
| 11 | 3.1 |
| 12 | 4.7 |